{
  "formula": "C44H63BrF3N8O2SSi4W",
  "method": "ωB97M-V with the def2-TZVPD basis set",
  "e_above_lowest_ev": 2.3489,
  "homo_energy_ev": [-13.94, -14.01],
  "multiplicity": 3,
  "orbital_gap_ev": [5.68, 5.06],
  "charge": 3,
  "s_squared": 2.039,
  "total_energy_ha": -6798.9870,
  "species": ["W", "C", "C", "N", "N", "C", "N", "S", "C", "C", "C", "C", "C", "N", "H", "H", "H", "H", "H", "H", "H", "H", "H", "H", "C", "O", "C", "C", "C", "Br", "C", "C", "C", "O", "C", "N", "C", "C", "C", "C", "C", "C", "N", "H", "H", "H", "H", "H", "H", "H", "H", "H", "H", "H", "F", "C", "F", "F", "C", "C", "C", "C", "C", "C", "C", "C", "H", "H", "H", "H", "N", "C", "C", "N", "C", "C", "H", "H", "H", "H", "H", "H", "H", "H", "H", "H", "H", "C", "Si", "C", "C", "Si", "Si", "C", "C", "C", "Si", "C", "C", "C", "H", "H", "H", "H", "H", "H", "H", "H", "H", "H", "H", "H", "H", "H", "H", "H", "H", "H", "H", "H", "H", "H", "H", "H", "H", "H", "H"],
  "coordinates": [[-0.1532, -0.0715, -0.2270], [3.4116, 1.3152, -2.4043], [2.1059, 1.1249, -1.7163], [1.5098, -0.0113, -1.4862], [2.0730, -1.1750, -1.9419], [1.3953, -2.3438, -1.8467], [1.9718, -3.4248, -2.3586], [-0.1397, -2.3813, -1.1736], [1.3358, 2.2928, -1.2745], [1.8269, 3.5825, -1.3088], [1.0224, 4.6323, -0.8726], [-0.2636, 4.3555, -0.4589], [-0.6933, 3.0356, -0.4523], [0.0823, 2.0220, -0.8301], [3.9104, 0.4018, -2.7122], [4.1018, 1.8462, -1.7444], [3.2683, 1.9235, -3.3000], [2.9982, -1.1334, -2.3388], [2.8571, -3.4026, -2.8400], [1.5006, -4.3128, -2.2967], [2.8327, 3.7736, -1.6555], [1.4009, 5.6454, -0.8684], [-0.9344, 5.1396, -0.1364], [-1.6908, 2.7724, -0.1386], [-2.8248, 1.1575, 1.6486], [-1.3951, 1.0626, 1.6877], [-0.7574, 2.0120, 2.4771], [-1.3885, 2.8966, 3.3305], [-0.6150, 3.8605, 3.9774], [-1.4717, 5.0865, 5.1134], [0.7535, 3.9363, 3.7864], [1.3824, 3.0194, 2.9477], [0.6085, 2.0707, 2.3010], [1.1189, 1.1917, 1.3775], [2.8196, 3.0975, 2.6490], [3.4704, 4.1937, 2.4602], [4.7768, 3.8041, 2.1536], [5.8931, 4.5932, 1.8886], [7.0880, 3.9441, 1.6491], [7.1785, 2.5444, 1.6707], [6.0749, 1.7493, 1.9240], [4.8774, 2.4118, 2.1577], [3.5824, 1.9430, 2.4273], [-3.2588, 0.8540, 2.6040], [-3.1321, 0.5032, 0.8438], [-3.1394, 2.1783, 1.4314], [-2.4544, 2.8729, 3.5020], [1.3458, 4.6978, 4.2744], [2.0808, 1.3402, 1.2696], [5.8202, 5.6720, 1.8905], [7.9802, 4.5230, 1.4544], [8.1377, 2.0775, 1.4926], [6.1572, 0.6706, 1.9549], [3.4163, 1.0839, 2.9359], [7.4196, -3.8903, 4.0406], [6.2563, -4.5243, 4.2167], [6.0177, -4.5966, 5.5337], [6.3927, -5.7778, 3.7622], [5.1207, -3.8223, 3.5095], [5.3257, -2.6284, 2.8376], [4.2583, -2.0009, 2.2161], [2.9810, -2.5624, 2.2612], [2.7925, -3.7730, 2.9336], [3.8563, -4.3971, 3.5565], [1.8864, -1.8935, 1.6184], [0.9806, -1.3053, 1.0548], [6.3164, -2.1968, 2.7999], [4.4119, -1.0719, 1.6795], [1.8093, -4.2248, 2.9601], [3.7126, -5.3351, 4.0768], [-3.3217, -4.2046, 3.1512], [-2.0592, -3.6100, 3.7237], [-1.2765, -2.9149, 2.6158], [-2.0557, -1.8974, 1.9130], [-3.2770, -2.4973, 1.3829], [-4.1464, -3.1601, 2.4436], [-3.8690, -4.6533, 3.8883], [-3.0750, -4.9413, 2.4856], [-1.4933, -4.4131, 4.1930], [-2.3775, -2.9069, 4.4936], [-0.9334, -3.6469, 1.8773], [-0.3812, -2.4662, 3.0416], [-2.2710, -1.1405, 2.5531], [-2.9819, -3.2479, 0.6454], [-3.8663, -1.7624, 0.8413], [-5.0204, -3.6513, 2.0188], [-4.4718, -2.4548, 3.2087], [0.0916, 0.4648, -4.7267], [-1.4811, 1.2315, -3.9993], [-1.0559, 3.0491, -3.7567], [-2.7760, 1.1848, -5.3391], [-2.0312, -0.1664, -2.0799], [-2.7670, -2.2246, -3.0912], [-3.1229, -3.6683, -1.9168], [-4.3938, -2.0709, -3.9939], [-1.4338, -2.7955, -4.3082], [-4.5130, 1.0634, -1.7074], [-5.6171, 0.9676, -3.1943], [-3.9388, 2.8328, -1.4165], [-5.3960, 0.2774, -0.2429], [0.5596, 1.1767, -5.4141], [-0.1312, -0.4363, -5.2981], [0.8306, 0.2053, -3.9655], [-0.8453, 3.4192, -4.7653], [-0.1577, 3.2246, -3.1692], [-1.8606, 3.6689, -3.3640], [-2.3521, 1.6951, -6.2093], [-3.6794, 1.7205, -5.0710], [-3.0459, 0.1760, -5.6491], [-4.0391, -3.5024, -1.3444], [-2.3124, -3.9451, -1.2442], [-3.3086, -4.5333, -2.5606], [-5.1976, -1.8280, -3.3014], [-4.6220, -3.0596, -4.4039], [-4.4085, -1.3603, -4.8176], [-0.4823, -2.2816, -4.1769], [-1.7575, -2.6452, -5.3405], [-1.2517, -3.8674, -4.1859], [-5.2480, 1.5236, -4.0471], [-6.5541, 1.4444, -2.8785], [-5.8621, -0.0363, -3.5141], [-4.5629, 3.5213, -1.9937], [-2.9168, 2.9728, -1.7436], [-4.0290, 3.1305, -0.3681], [-6.0951, -0.4803, -0.6035], [-5.9897, 1.0449, 0.2658], [-4.7617, -0.1792, 0.5041]],
  "atomic_forces_ev_per_a": [[0.829, 0.146, 0.752], [0.060, 0.018, -0.041], [-0.179, 0.030, -0.053], [0.179, -0.071, -0.022], [0.003, -0.076, 0.130], [0.100, 0.119, 0.024], [0.036, -0.021, 0.022], [-0.145, 0.152, -0.159], [-0.068, -0.023, -0.078], [0.139, 0.047, 0.024], [0.089, -0.038, -0.045], [-0.087, -0.056, 0.007], [-0.025, 0.097, 0.063], [-0.124, 0.020, -0.152], [0.002, -0.013, -0.007], [-0.013, 0.017, -0.007], [0.000, 0.014, 0.014], [0.013, -0.004, -0.029], [-0.029, 0.003, -0.045], [0.006, -0.002, 0.003], [-0.008, 0.023, 0.002], [0.013, -0.006, -0.014], [-0.013, -0.012, 0.002], [0.042, 0.035, 0.037], [0.028, -0.014, 0.014], [-0.091, -0.161, -0.124], [-0.068, 0.050, 0.003], [-0.002, 0.001, -0.008], [0.009, 0.002, -0.012], [0.006, -0.001, 0.012], [-0.019, -0.041, 0.044], [0.021, -0.043, -0.098], [0.052, 0.113, -0.059], [0.045, 0.023, -0.198], [0.031, 0.035, 0.126], [0.007, 0.013, -0.103], [-0.006, 0.002, 0.035], [-0.006, 0.007, -0.014], [0.000, 0.002, -0.006], [-0.012, -0.007, -0.013], [0.002, 0.000, -0.025], [-0.032, 0.003, 0.007], [-0.054, -0.032, -0.108], [0.010, -0.011, 0.001], [0.051, 0.029, 0.014], [0.008, 0.000, 0.004], [-0.001, -0.001, -0.003], [-0.005, -0.004, 0.012], [0.052, -0.139, 0.145], [0.003, 0.000, 0.006], [-0.001, 0.001, -0.003], [0.002, -0.001, 0.009], [0.006, -0.003, 0.014], [0.040, 0.045, 0.092], [-0.016, -0.008, 0.003], [-0.001, -0.004, -0.022], [0.006, 0.001, -0.010], [0.004, 0.005, 0.006], [-0.004, 0.010, 0.035], [0.010, -0.011, -0.019], [0.000, 0.011, 0.013], [-0.002, 0.023, 0.040], [0.003, 0.001, -0.006], [0.009, -0.002, -0.013], [0.005, 0.006, -0.031], [-0.166, -0.165, -0.107], [-0.002, 0.003, 0.008], [-0.001, 0.004, 0.000], [0.000, 0.000, -0.002], [-0.001, 0.003, 0.007], [0.004, 0.016, -0.010], [0.008, -0.006, -0.006], [0.002, 0.053, 0.035], [-0.084, -0.299, 0.001], [0.066, -0.049, 0.037], [0.007, 0.000, 0.009], [-0.005, 0.010, 0.008], [-0.011, -0.015, 0.008], [0.001, -0.009, -0.015], [0.016, -0.005, 0.012], [0.015, -0.003, 0.006], [-0.008, 0.011, 0.018], [0.016, 0.041, -0.036], [-0.013, 0.034, 0.006], [-0.007, -0.028, 0.024], [0.006, -0.008, -0.011], [-0.015, -0.003, -0.003], [0.001, 0.178, -0.081], [0.529, -0.473, 0.072], [-0.108, 0.020, 0.008], [0.024, -0.057, -0.045], [-1.919, 0.715, -0.112], [0.420, 0.007, -0.041], [-0.042, 0.021, 0.001], [-0.018, -0.069, -0.016], [-0.051, -0.130, 0.037], [1.893, -0.735, 0.023], [-0.242, 0.193, 0.206], [-0.592, 0.124, 0.086], [-0.432, 0.284, -0.143], [-0.008, -0.028, -0.006], [-0.004, -0.003, 0.018], [0.007, -0.025, -0.006], [-0.003, -0.006, 0.002], [0.044, 0.007, 0.020], [-0.014, 0.005, 0.002], [0.030, -0.035, -0.003], [-0.044, 0.058, -0.028], [-0.007, -0.015, 0.013], [0.008, 0.020, 0.003], [-0.017, -0.007, 0.000], [-0.026, 0.005, 0.001], [-0.039, -0.064, 0.005], [0.041, 0.012, -0.044], [-0.007, 0.044, 0.024], [-0.012, 0.000, -0.003], [0.009, 0.037, 0.002], [-0.020, 0.002, -0.034], [0.001, 0.065, -0.029], [0.003, 0.018, -0.036], [-0.034, -0.026, -0.004], [-0.012, 0.021, 0.055], [0.003, 0.006, -0.077], [0.018, 0.034, -0.028], [0.008, -0.008, -0.010], [-0.069, -0.054, -0.009], [-0.063, -0.021, -0.001]],
  "mulliken_charge": [0.269, -1.919, 0.831, 0.928, -0.603, -0.056, -0.324, -0.465, 0.382, -0.456, -1.188, -1.380, 0.238, 0.570, 0.541, 0.414, 0.362, 0.095, 0.197, 0.251, 0.648, 0.547, 0.690, -0.082, -0.915, 0.531, 0.049, -0.569, -0.620, -0.125, -0.734, 1.380, -0.577, 0.935, 0.056, -0.685, 0.277, -0.974, -0.590, -0.627, -0.735, 0.772, -0.049, 0.539, -1.058, 0.759, 0.630, 0.638, -0.128, 0.495, 0.429, 0.461, 0.357, 0.315, -0.269, 0.780, -0.240, -0.243, 0.202, -0.695, -0.443, 0.046, -0.323, -1.269, 0.374, -0.245, 0.575, 0.470, 0.486, 0.424, -0.053, -1.279, -0.641, 0.478, 0.708, -1.268, 0.365, 0.392, 0.498, 0.398, 0.461, 0.336, 0.050, -0.057, -0.414, 0.460, 0.394, -0.970, 0.196, -1.020, -1.123, 0.521, 1.187, -1.462, -1.254, -1.051, 0.534, -1.101, -0.518, -0.877, 0.473, 0.426, 0.017, 0.620, 0.154, 0.380, 0.452, 0.296, 0.256, 0.274, 0.470, 0.545, 0.260, 0.414, 0.394, 0.025, 0.415, 0.433, 0.375, 0.417, 0.293, 0.605, -0.576, 0.437, 0.374, 0.494, 0.029]
}